Model a:
Below is a cluster of 10 separate species, C30H80O10 in total, with properties calculated with ωB97M-V/def2-TZVPD.

Results
E_HOMO	-9.3	eV
net charge	0
E_LUMO	0.3	eV

```
120
C30H80O10 | OMol25 | ωB97M-V/def2-TZVPD
C 9.85 -13.42 17.19
C 9.85 -14.45 18.30
C 11.28 -15.08 18.50
O 9.65 -13.76 19.54
H 9.06 -12.69 17.34
H 9.66 -13.86 16.21
H 10.83 -12.97 17.30
H 9.15 -15.27 18.18
H 11.49 -15.76 19.32
H 12.08 -14.36 18.70
H 11.59 -15.56 17.57
H 10.07 -12.89 19.53
C 14.38 -17.75 22.84
C 15.29 -16.48 23.02
C 14.55 -15.14 22.91
O 15.99 -16.63 24.23
H 13.81 -17.86 21.92
H 13.63 -17.77 23.63
H 14.99 -18.65 22.89
H 16.05 -16.50 22.24
H 13.83 -14.91 23.69
H 13.99 -15.02 21.98
H 15.35 -14.40 22.97
H 15.51 -16.24 24.96
C 17.73 -13.56 21.16
C 16.78 -13.85 20.06
C 16.31 -12.68 19.26
O 17.38 -14.88 19.34
H 18.71 -13.26 20.78
H 17.97 -14.34 21.88
H 17.38 -12.61 21.57
H 15.84 -14.28 20.42
H 15.67 -13.09 18.48
H 17.05 -12.00 18.83
H 15.67 -11.99 19.81
H 17.94 -14.47 18.67
C 13.81 -8.13 19.44
C 13.33 -8.34 17.97
C 14.09 -9.38 17.17
O 12.02 -8.77 18.09
H 14.87 -7.87 19.36
H 13.81 -9.08 19.97
H 13.32 -7.37 20.05
H 13.47 -7.40 17.44
H 13.94 -9.16 16.12
H 13.85 -10.43 17.33
H 15.14 -9.29 17.45
H 11.48 -8.08 17.71
C 13.07 -8.08 24.12
C 13.21 -9.06 25.28
C 11.87 -9.68 25.64
O 14.01 -10.17 24.88
H 13.05 -8.67 23.20
H 13.94 -7.45 23.99
H 12.13 -7.54 24.10
H 13.70 -8.59 26.12
H 11.42 -10.45 25.01
H 11.15 -8.88 25.79
H 11.79 -10.09 26.65
H 13.41 -10.71 24.36
C 12.50 -13.66 28.98
C 11.83 -14.26 27.72
C 12.74 -14.51 26.43
O 11.28 -15.47 28.17
H 11.91 -13.12 29.71
H 13.22 -12.90 28.72
H 13.04 -14.47 29.47
H 11.07 -13.55 27.41
H 12.04 -14.81 25.65
H 13.49 -15.25 26.69
H 13.21 -13.58 26.11
H 11.38 -16.13 27.48
C 7.56 -15.03 26.86
C 7.84 -13.96 25.73
C 8.99 -14.34 24.72
O 6.71 -13.88 24.94
H 7.08 -14.49 27.68
H 8.56 -15.26 27.23
H 7.01 -15.93 26.59
H 7.91 -12.97 26.18
H 8.89 -14.02 23.68
H 8.90 -15.42 24.68
H 9.94 -14.15 25.21
H 6.95 -13.34 24.19
C 7.61 -10.82 23.03
C 6.91 -11.65 21.93
C 7.37 -11.28 20.49
O 7.25 -13.00 22.31
H 8.41 -11.40 23.49
H 6.93 -10.59 23.85
H 8.13 -9.97 22.58
H 5.82 -11.60 21.92
H 8.46 -11.21 20.38
H 7.01 -10.34 20.07
H 7.14 -12.11 19.82
H 7.30 -13.52 21.50
C 12.99 -12.32 20.85
C 12.79 -11.35 21.96
C 11.38 -10.76 21.82
O 12.76 -12.13 23.10
H 13.97 -12.73 21.10
H 13.15 -11.88 19.86
H 12.33 -13.19 20.82
H 13.44 -10.48 21.88
H 11.28 -9.94 22.53
H 10.52 -11.38 22.08
H 11.14 -10.38 20.82
H 12.25 -12.91 22.90
C 17.37 -8.39 23.39
C 16.75 -8.79 22.05
C 17.72 -8.90 20.92
O 16.31 -10.16 22.23
H 16.73 -8.83 24.16
H 17.36 -7.30 23.42
H 18.30 -8.96 23.48
H 15.83 -8.22 21.95
H 18.64 -9.47 20.98
H 18.17 -7.90 20.92
H 17.29 -9.14 19.95
H 15.61 -10.16 22.88
```

Atomic partial charges in e from the Mulliken method, atoms 1 to 4: atom 1 (C): -1.269, atom 2 (C): 0.386, atom 3 (C): -1.045, atom 4 (O): -0.303

=====

Model b:
Below is a cluster of 10 separate species, C30H80O10 in total, with properties calculated with ωB97M-V/def2-TZVPD.

Results
E_HOMO	-9.1	eV
net charge	0
E_LUMO	0.3	eV

```
120
C30H80O10 | OMol25 | ωB97M-V/def2-TZVPD
C 0.80 -0.72 -5.06
C 1.72 0.45 -5.43
C 2.33 1.19 -4.24
O 2.81 -0.13 -6.09
H 1.36 -1.35 -4.38
H 0.60 -1.35 -5.93
H -0.12 -0.39 -4.57
H 1.19 1.10 -6.12
H 1.55 1.65 -3.63
H 3.00 1.98 -4.58
H 2.80 0.52 -3.52
H 3.19 -0.82 -5.54
C -3.54 -0.38 4.50
C -4.00 -0.19 3.10
C -5.16 -1.13 2.90
O -4.51 1.11 2.90
H -4.40 -0.16 5.13
H -2.64 0.19 4.72
H -3.21 -1.42 4.55
H -3.23 -0.32 2.35
H -5.90 -1.09 3.70
H -4.77 -2.15 2.88
H -5.68 -1.04 1.95
H -5.43 1.11 3.21
C -2.04 3.93 -1.70
C -1.19 2.79 -2.29
C -1.19 2.81 -3.82
O 0.08 2.86 -1.75
H -2.37 3.78 -0.67
H -3.04 3.89 -2.15
H -1.54 4.90 -1.76
H -1.73 1.92 -1.92
H -2.21 2.86 -4.22
H -0.79 1.86 -4.17
H -0.63 3.61 -4.31
H 0.11 2.37 -0.92
C -3.04 -3.45 0.06
C -3.95 -3.86 -1.11
C -5.04 -2.83 -1.42
O -3.12 -4.07 -2.23
H -2.77 -2.40 0.01
H -2.07 -3.95 0.00
H -3.50 -3.60 1.03
H -4.46 -4.76 -0.80
H -5.45 -3.08 -2.40
H -4.61 -1.83 -1.36
H -5.89 -2.86 -0.74
H -3.06 -5.01 -2.41
C 0.72 -3.47 -2.76
C 0.25 -4.90 -3.04
C -0.11 -5.22 -4.51
O 1.26 -5.82 -2.68
H 1.65 -3.27 -3.28
H 0.95 -3.51 -1.70
H 0.00 -2.69 -3.03
H -0.64 -5.07 -2.45
H -0.55 -6.21 -4.61
H 0.79 -5.19 -5.13
H -0.80 -4.48 -4.94
H 0.78 -6.64 -2.55
C 4.09 -1.89 -2.12
C 4.65 -1.84 -3.52
C 5.97 -2.60 -3.67
O 3.71 -2.26 -4.46
H 3.40 -1.07 -1.93
H 4.91 -1.88 -1.40
H 3.58 -2.86 -2.05
H 4.87 -0.81 -3.80
H 6.72 -2.08 -3.07
H 6.38 -2.62 -4.68
H 5.93 -3.62 -3.30
H 3.62 -3.22 -4.40
C 0.38 1.02 6.02
C 0.55 2.23 6.95
C -0.76 2.82 7.51
O 1.32 1.75 8.04
H 1.27 0.47 5.69
H -0.17 1.27 5.11
H -0.33 0.30 6.42
H 1.15 3.00 6.47
H -1.34 2.03 7.98
H -1.34 3.41 6.80
H -0.56 3.53 8.31
H 2.16 1.45 7.69
C 0.36 -0.10 -0.38
C -0.46 0.44 0.81
C -0.04 -0.34 2.08
O -0.18 1.83 0.94
H 0.30 0.48 -1.31
H 0.09 -1.12 -0.65
H 1.40 -0.17 -0.08
H -1.50 0.26 0.53
H 0.99 -0.06 2.31
H -0.10 -1.42 1.96
H -0.68 -0.17 2.94
H -0.80 2.19 1.58
C -2.99 3.87 4.38
C -2.29 3.91 3.03
C -0.89 4.42 3.26
O -2.20 2.59 2.54
H -4.07 3.74 4.34
H -2.95 4.87 4.82
H -2.55 3.14 5.06
H -2.81 4.59 2.36
H -0.37 3.72 3.92
H -1.03 5.35 3.80
H -0.41 4.56 2.29
H -3.08 2.18 2.58
C 4.35 2.11 -0.97
C 5.02 1.79 0.33
C 4.28 0.76 1.20
O 6.28 1.30 -0.02
H 4.31 1.19 -1.55
H 4.85 2.91 -1.50
H 3.34 2.51 -0.96
H 5.18 2.68 0.93
H 3.30 1.09 1.51
H 4.76 0.42 2.12
H 4.07 -0.12 0.59
H 6.77 2.00 -0.46
```

Atomic partial charges in e from the Mulliken method, atoms 1 to 4: atom 1 (C): -0.461, atom 2 (C): 0.188, atom 3 (C): -0.079, atom 4 (O): -0.650

=====

Which one is most stable, and which one is least stable? model b is the most stable of them, while model a is the least stable.

=====

Model a:
Below is the molecule C17H20N4O2, with properties calculated with ωB97M-V/def2-TZVPD.

Results
E_HOMO	-8.2	eV
net charge	0
E_LUMO	0.3	eV

```
43
C17H20N4O2 | OMol25 | ωB97M-V/def2-TZVPD
C -3.16 -1.39 1.65
C -4.17 -0.33 1.22
C -3.64 1.09 1.42
N -2.67 1.46 0.42
C -1.35 1.53 0.67
O -0.85 1.29 1.75
C -0.43 1.94 -0.50
C -1.08 2.69 -1.66
N 0.28 0.75 -0.98
C -0.40 -0.47 -1.08
C -1.62 -0.75 -1.68
C -2.06 -2.07 -1.68
C -1.31 -3.09 -1.11
C -0.09 -2.82 -0.52
C 0.36 -1.51 -0.51
C 1.57 -0.91 -0.02
N 2.57 -1.47 0.56
C 3.68 -0.71 0.90
O 4.59 -1.17 1.55
C 3.68 0.66 0.36
C 2.62 1.20 -0.26
C 2.65 2.56 -0.91
N 1.48 0.43 -0.34
H -2.97 -1.31 2.72
H -2.21 -1.25 1.13
H -3.53 -2.38 1.43
H -5.08 -0.45 1.80
H -4.43 -0.47 0.17
H -4.46 1.81 1.39
H -3.14 1.16 2.39
H -3.01 1.61 -0.51
H 0.31 2.59 -0.05
H -0.31 3.06 -2.33
H -1.63 3.54 -1.28
H -1.75 2.06 -2.24
H -2.22 0.01 -2.15
H -3.00 -2.30 -2.14
H -1.68 -4.10 -1.13
H 0.52 -3.59 -0.07
H 4.60 1.21 0.45
H 2.31 3.33 -0.22
H 2.04 2.57 -1.80
H 3.68 2.79 -1.18
```

Atomic partial charges in e from the natural (NBO) method, atoms 1 to 4: atom 1 (C): -0.607, atom 2 (C): -0.398, atom 3 (C): -0.227, atom 4 (N): -0.611

=====

Model b:
Below is the molecule C17H20N4O2, with properties calculated with ωB97M-V/def2-TZVPD.

Results
E_HOMO	-8.1	eV
net charge	0
E_LUMO	0.5	eV

```
43
C17H20N4O2 | OMol25 | ωB97M-V/def2-TZVPD
N 1.84 5.26 0.31
C 1.84 4.14 0.05
C 1.78 2.78 -0.23
N 2.69 2.08 -1.01
C 2.26 0.87 -1.04
C 2.91 -0.29 -1.69
C 3.76 -1.01 -0.67
C 4.87 -0.37 -0.13
C 5.65 -1.01 0.82
C 5.32 -2.29 1.24
C 4.22 -2.93 0.71
C 3.44 -2.29 -0.24
O 1.10 0.68 -0.34
C 0.80 1.89 0.18
N -0.25 2.05 1.01
C -1.34 1.09 1.01
C -2.27 1.27 -0.21
N -3.38 0.36 -0.31
C -4.38 0.49 0.74
C -5.62 -0.32 0.32
O -5.29 -1.67 0.11
C -4.30 -1.80 -0.88
C -3.03 -1.04 -0.49
H 3.54 0.08 -2.50
H 2.15 -0.96 -2.09
H 5.11 0.63 -0.46
H 6.51 -0.51 1.23
H 5.93 -2.78 1.99
H 3.96 -3.92 1.04
H 2.57 -2.79 -0.65
H -0.51 3.01 1.18
H -1.90 1.22 1.94
H -0.90 0.09 1.00
H -1.67 1.15 -1.12
H -2.68 2.29 -0.20
H -4.65 1.54 0.85
H -4.02 0.10 1.71
H -6.38 -0.30 1.10
H -6.03 0.11 -0.61
H -4.09 -2.87 -0.97
H -4.67 -1.41 -1.84
H -2.29 -1.12 -1.29
H -2.62 -1.49 0.43
```

Atomic partial charges in e from the natural (NBO) method, atoms 1 to 4: atom 1 (N): -0.322, atom 2 (C): 0.265, atom 3 (C): -0.178, atom 4 (N): -0.405

=====

Which one is most stable, and which one is least stable? model a is the most stable of them, while model b is the least stable.

=====

Model a:
Below is a cluster of 3 separate species, C3H14NO2 in total, with properties calculated with ωB97M-V/def2-TZVPD.

Results
E_HOMO	-14.9	eV
net charge	+1
E_LUMO	-3.1	eV

```
20
C3H14NO2 | OMol25 | ωB97M-V/def2-TZVPD
C 2.18 -1.14 1.61
C 1.14 -0.11 1.16
N -0.05 -0.85 0.56
C -1.12 0.07 0.06
H 2.20 -1.98 0.91
H 3.17 -0.71 1.68
H 1.91 -1.58 2.57
H 0.89 0.55 1.99
H 1.43 0.56 0.36
H -0.39 -1.42 1.33
H 0.41 -1.50 -0.08
H -2.08 -0.43 0.14
H -0.85 0.46 -0.91
H -1.20 0.83 0.84
H 0.98 3.27 -0.43
H 0.04 3.42 0.66
O 0.12 2.92 -0.15
H -1.60 -1.51 -3.54
H -2.33 -0.34 -2.89
O -2.01 -1.21 -2.74
```

Atomic partial charges in e from the natural (NBO) method, atoms 1 to 4: atom 1 (C): -0.642, atom 2 (C): -0.219, atom 3 (N): -0.491, atom 4 (C): -0.400

=====

Model b:
Below is a cluster of 3 separate species, C3H14NO2 in total, with properties calculated with ωB97M-V/def2-TZVPD.

Results
E_HOMO	-15.8	eV
net charge	+1
E_LUMO	-3.3	eV

```
20
C3H14NO2 | OMol25 | ωB97M-V/def2-TZVPD
C -1.67 -0.66 -1.35
C -0.46 -0.77 -0.41
C 0.85 -1.17 -1.16
N -0.30 0.60 0.33
H -1.43 -0.20 -2.25
H -1.96 -1.73 -1.62
H -2.53 -0.12 -1.01
H -0.73 -1.73 0.38
H 0.53 -1.01 -2.14
H 0.86 -2.22 -1.22
H 1.87 -0.75 -0.90
H -0.34 1.36 -0.43
H -1.02 0.67 1.10
H 0.70 0.73 0.80
H 0.08 3.42 1.63
H -1.25 2.75 1.62
O -0.43 2.60 1.69
H 3.06 -0.89 1.49
H 1.77 -0.70 1.94
O 2.40 -0.19 1.50
```

Atomic partial charges in e from the natural (NBO) method, atoms 1 to 4: atom 1 (C): -0.657, atom 2 (C): -0.033, atom 3 (C): -0.670, atom 4 (N): -0.738

=====

Which one is most stable, and which one is least stable? model a is the most stable of them, while model b is the least stable.